Record 1
Here is a structure of composition C6H10N4O from OMol25. Energies are from wB97M-V/def2-TZVPD.

XYZ file:
```
21
Properties=species:S:1:pos:R:3:nbo_charge:R:1
C 0.93752 -0.81763 1.71833 -0.62
C 1.45701 0.08201 0.64253 -0.11
C 1.05342 1.53196 0.85282 -0.63
C 0.28706 -0.88584 -1.61104 0.81
C -2.28627 -0.52464 -1.84573 0.20
C -2.43639 0.82168 -0.20548 0.15
H 1.15659 -0.16735 2.67352 0.21
H -0.11695 -0.88569 1.46854 0.23
H 1.50878 -1.78623 1.99342 0.23
H 2.66398 0.09002 0.72563 0.20
H 0.68836 2.15867 -0.48761 0.26
H -0.14724 1.55849 1.61963 0.26
H 2.30818 1.74780 1.45164 0.23
H 2.08376 -1.03114 -1.15284 0.41
H -2.46864 -1.41250 -2.49910 0.24
H -2.82496 1.59267 0.33522 0.20
N 1.24279 -0.67853 -0.62120 -0.65
N -1.01210 -0.32537 -1.18273 -0.29
N -3.19012 -0.03967 -1.06166 -0.45
N -1.18437 0.58395 -0.21249 -0.27
O 0.27959 -1.61266 -2.60140 -0.60
```

Results
Net charge: 0
Multiplicity: 1

=====

Record 2
Here is a structure of composition C18H40P2PtSi from OMol25. Energies are from wB97M-V/def2-TZVPD.

XYZ file:
```
62
Properties=species:S:1:pos:R:3:nbo_charge:R:1
P -1.83358 -3.79225 -3.57370 1.66
P -4.39751 -3.24769 -0.77109 1.55
C -3.15569 -4.75783 -2.75399 -0.76
C -4.41885 -3.90973 -2.47366 -0.73
H -2.73340 -5.21776 -1.83810 0.26
H -3.43294 -5.57160 -3.44966 0.29
H -4.57196 -3.04902 -3.16979 0.28
H -5.33411 -4.54167 -2.56057 0.29
C -4.90328 -4.71306 0.19677 -0.93
H -4.88328 -4.48234 1.26883 0.27
H -4.23400 -5.55370 -0.02165 0.25
H -5.92374 -4.99589 -0.08812 0.26
C -6.02134 -2.38525 -0.73824 -0.92
H -6.78668 -3.16199 -0.85781 0.26
H -6.15331 -1.64698 -1.53535 0.25
H -6.17013 -1.90405 0.23570 0.27
C -0.38520 -4.81743 -3.72481 -0.98
H 0.50268 -4.21186 -3.94095 0.29
H -0.56301 -5.48054 -4.58371 0.30
H -0.20898 -5.43507 -2.83397 0.28
C -2.55599 -3.74542 -5.23772 -0.96
H -3.57400 -3.33647 -5.19973 0.26
H -2.58247 -4.77833 -5.61230 0.26
H -1.91474 -3.13247 -5.88500 0.27
Pt 1.16846 -0.15177 0.30844 0.28
C -3.40987 -2.18223 0.24342 -0.49
C -2.62499 -3.39481 -0.12977 -0.34
C -1.24838 -3.19150 -0.74024 -0.46
C -0.94632 -2.18607 -1.85648 -0.44
C -1.91002 -2.11057 -3.11921 -0.67
C -3.16022 -1.36543 -2.99008 -0.11
C -3.57967 -0.56764 -1.86028 -0.50
C -3.15019 -0.81134 -0.37691 -0.43
C 1.89436 -0.01833 -1.58577 -0.94
H -3.74018 -2.09971 1.28228 0.30
H -2.59008 -4.20504 0.61239 0.27
H -0.88711 -4.18697 -1.05570 0.21
H -0.55784 -2.91134 0.08257 0.29
H -0.73972 -1.18564 -1.44782 0.26
H 0.04159 -2.48966 -2.26203 0.24
H -1.35059 -1.63704 -3.95819 0.29
H -3.53585 -1.03442 -3.97524 0.23
H -4.67896 -0.48110 -1.86007 0.24
H -3.19892 0.44658 -2.09302 0.28
H -2.11144 -0.47030 -0.22157 0.25
H -3.75966 -0.08980 0.19021 0.26
H 1.85319 1.06833 -1.79809 0.22
H 1.31977 -0.58679 -2.32807 0.17
H 2.92994 -0.39847 -1.54806 0.22
C -1.21066 1.73553 1.88875 -1.11
Si 0.37871 0.73598 2.16828 1.23
C 1.72841 1.85875 2.83447 -1.12
C 0.11262 -0.73915 3.30232 -1.11
H -1.09712 2.51955 1.12882 0.25
H -1.56400 2.23567 2.80288 0.26
H -2.01932 1.06959 1.56463 0.20
H 2.02478 1.59610 3.85692 0.26
H 2.61529 1.78700 2.19495 0.25
H 1.37509 2.89657 2.84500 0.25
H 0.01506 -0.44789 4.35631 0.26
H -0.81464 -1.24905 3.01555 0.21
H 0.94748 -1.44664 3.23006 0.25
```

Results
Net charge: +2
Multiplicity: 5

=====

Record 3
Here is the molecule C17H18N2O5 from OMol25. Energies are from wB97M-V/def2-TZVPD.

XYZ file:
```
42
Properties=species:S:1:pos:R:3:nbo_charge:R:1
C -0.54998 -2.38142 -5.99170 -0.71
C -0.31297 -0.97420 -5.45416 0.68
O -0.73265 -0.02838 -6.10684 -0.63
N 0.25316 -0.72267 -4.24279 -0.43
C 0.82109 -1.73954 -3.36820 -0.21
C 1.29854 -1.02128 -2.12376 -0.46
C 0.82760 0.41956 -2.19955 0.27
C 1.88768 1.43242 -1.71277 -0.51
C 2.03896 1.34644 -0.22820 0.57
O 3.14521 1.58377 0.25502 -0.53
C 0.88305 0.96936 0.55896 -0.30
C 0.86189 0.94567 1.96812 -0.08
C -0.26187 0.60236 2.73162 -0.12
C -0.19228 0.66336 4.21822 -0.10
C -1.16897 0.25653 5.08384 -0.31
C -1.09633 0.41588 6.53460 0.58
O -0.04702 0.42697 7.16701 -0.65
N -2.20284 0.58282 7.31118 -0.31
O -2.16082 0.64908 8.73086 -0.53
C -1.43067 0.33108 2.04627 -0.14
C -1.45918 0.37016 0.64470 -0.27
C -0.28152 0.62608 -0.08973 0.44
O -0.38389 0.54264 -1.47055 -0.51
C 0.47988 0.57320 -3.68341 -0.22
H 0.38795 -2.86552 -6.17873 0.22
H -1.11225 -2.32036 -6.96983 0.25
H -1.09042 -3.01641 -5.28856 0.22
H 0.02633 -2.47759 -3.15193 0.20
H 1.64052 -2.27990 -3.87813 0.20
H 0.92339 -1.48094 -1.18908 0.24
H 2.37795 -1.06986 -2.10510 0.22
H 1.58024 2.44273 -1.92589 0.24
H 2.83238 1.24981 -2.19741 0.25
H 1.78320 1.25152 2.45220 0.24
H 0.68243 1.14984 4.66742 0.23
H -2.06490 -0.22487 4.71021 0.20
H -3.10594 0.44699 6.85973 0.38
H -1.23006 0.65523 8.99464 0.50
H -2.37279 0.16000 2.57284 0.22
H -2.36031 0.19617 0.08289 0.23
H 1.31612 1.12156 -4.22359 0.20
H -0.42991 1.19165 -3.81042 0.25
```

Results
Net charge: 0
Multiplicity: 1
SMILES string: CC(=O)N1CC[C@@]2(CC(=O)c3cc(/C=C/C(=O)NO)ccc3O2)C1

=====

Record 4
Here is a cluster of 2 separate species, C2H8N4O2S in total from OMol25. Energies are from wB97M-V/def2-TZVPD.

XYZ file:
```
17
Properties=species:S:1:pos:R:3:nbo_charge:R:1
H 2.07571 -0.98593 -0.65571 0.34
N 1.13083 -1.32388 -0.80429 -0.81
C 0.35050 -0.47682 -1.34889 0.55
N -0.92271 -0.79434 -1.66933 -0.81
N 0.74610 0.84326 -1.58637 -0.36
O -0.14718 1.68772 -2.28778 -0.57
H -1.54167 -0.04706 -1.92375 0.41
H -1.32228 -1.61175 -1.24681 0.41
H 1.68007 0.94199 -1.96535 0.37
H -0.61926 2.19121 -1.60514 0.48
C -0.50079 -0.80976 2.83391 -0.87
S -1.13939 -0.31624 1.40187 1.94
N -1.01195 1.11894 0.88816 -1.07
O -2.32394 -0.98707 0.94675 -0.88
H -0.66447 -1.83983 3.07095 0.25
H 0.45372 -0.39266 3.08615 0.24
H -0.18020 1.58884 1.20896 0.38
```

Results
Net charge: 0
Multiplicity: 1
SMILES string: [H]/N=C(/N)NO.C=S(=N)=O

=====

Record 5
Here is the ion C6H9NP with charge +1 from OMol25. Energies are from wB97M-V/def2-TZVPD.

XYZ file:
```
17
Properties=species:S:1:pos:R:3:nbo_charge:R:1
C 0.67951 -0.86731 0.32451 -0.64
C -0.59143 -1.53683 -0.16970 -0.48
C -1.66965 -0.49702 -0.41547 0.05
C -1.65404 0.74532 0.07953 -0.41
C -2.44113 1.79312 0.20031 0.42
N -2.44063 2.64401 1.03099 -0.53
P -0.95188 1.90812 1.54310 1.26
C 0.15473 3.17615 0.98307 -1.04
H 1.61927 -1.53434 -0.02134 0.26
H 0.57822 -0.78203 1.40673 0.22
H 0.86437 0.11989 -0.14000 0.21
H -1.02064 -2.44624 0.27892 0.28
H -0.45458 -2.04934 -1.18572 0.26
H -2.49800 -0.93525 -0.94229 0.25
H -0.37957 4.07006 1.26582 0.29
H 0.21934 3.03297 -0.11973 0.28
H 1.19567 3.13507 1.50963 0.30
```

Results
Net charge: +1
Multiplicity: 1
SMILES string: CC/C=C1/C2=[N+]=[P@]21C

=====

Record 6
Here is the molecule C2H5N3S from OMol25. Energies are from wB97M-V/def2-TZVPD.

XYZ file:
```
11
Properties=species:S:1:pos:R:3:nbo_charge:R:1
H -1.07615 1.03812 1.43879 0.37
N -1.10133 0.12630 1.86600 -0.62
C -0.42399 -0.67361 1.11307 0.25
N 0.18180 -0.50658 -0.13885 -0.62
S 0.57470 -1.88386 -0.99419 0.22
C 0.16253 0.70361 -0.87013 0.27
N -0.22789 1.81386 -0.33648 -0.69
H -0.27633 2.57140 -1.08827 0.36
H -0.28592 -1.72754 1.42902 0.17
H 1.88761 -2.05815 -0.56295 0.11
H 0.58498 0.59644 -1.85600 0.18
```

Results
Net charge: 0
Multiplicity: 1
SMILES string: [H]/N=C\N(S)/C=N/[H]

=====

Record 7
Here is a cluster of 3 separate species, C11H24BO11S3 in total from OMol25. Energies are from wB97M-V/def2-TZVPD.

XYZ file:
```
50
Properties=species:S:1:pos:R:3:nbo_charge:R:1
C 3.20597 3.62128 2.30922 -0.61
C 2.21893 2.46150 2.17658 -0.53
S 1.79079 2.25252 0.42540 0.13
C 0.29074 1.22309 0.43600 -0.81
B -0.26428 0.61378 1.86587 0.64
O -1.23547 -0.50619 1.49192 -0.75
C -0.78461 -1.68328 2.08727 -0.07
C 0.68259 -1.46392 2.49204 0.08
C 1.67789 -1.91642 1.40975 -0.46
C 3.14153 -1.95463 1.88233 -0.06
O 3.27793 -2.20912 3.28494 -0.74
O 0.77372 -0.07113 2.67970 -0.74
H 4.13415 3.41007 1.76696 0.20
H 2.78116 4.55262 1.92381 0.20
H 3.46500 3.77273 3.36414 0.20
H 2.66649 1.53838 2.55952 0.21
H 1.31791 2.64252 2.76774 0.22
H -0.50540 1.84282 0.00057 0.20
H 0.46730 0.38198 -0.24892 0.20
H -0.88183 1.46519 2.50720 -0.14
H -0.86127 -2.53611 1.38808 0.12
H -1.36731 -1.89986 3.00145 0.14
H 0.90510 -1.98084 3.43419 0.18
H 1.38288 -2.88361 0.97936 0.18
H 1.61567 -1.16203 0.61786 0.23
H 3.62273 -1.00430 1.62748 0.17
H 3.68809 -2.75291 1.36496 0.16
H 3.61221 -1.41135 3.70161 0.47
C -1.24781 1.42304 -4.22396 -0.10
C -1.02672 2.06946 -2.87076 -0.10
O 0.39898 2.01287 -2.70978 -0.68
S 1.12754 2.18714 -4.10607 2.55
O 1.52430 3.53697 -4.31093 -0.91
O 2.06787 1.13463 -4.26500 -0.91
O -0.15848 1.91751 -5.02344 -0.70
H -1.18359 0.33606 -4.16700 0.20
H -2.18123 1.71836 -4.69481 0.21
H -1.47931 1.51829 -2.05093 0.24
H -1.34793 3.11178 -2.85106 0.19
C -2.31012 -2.59464 -0.82017 -0.12
C -3.62218 -2.79190 -0.09128 -0.10
O -4.48413 -1.79438 -0.67454 -0.69
S -4.13489 -1.60767 -2.21306 2.56
O -5.00471 -2.39440 -3.02036 -0.92
O -4.00001 -0.21726 -2.47754 -0.92
O -2.71370 -2.31454 -2.18305 -0.70
H -1.76453 -1.73847 -0.41393 0.25
H -1.68161 -3.48063 -0.82788 0.21
H -3.53855 -2.59904 0.97434 0.23
H -4.05779 -3.77596 -0.27583 0.18
```

Results
Net charge: -1
Multiplicity: 1

=====

Record 8
Here is the ion C3H8NO with charge -1 from OMol25. Energies are from wB97M-V/def2-TZVPD.

XYZ file:
```
13
Properties=species:S:1:pos:R:3:nbo_charge:R:1
C 0.69102 1.84252 0.33047 -0.41
N 0.74372 0.71739 -0.57020 -0.67
C 0.73174 -0.57873 0.07868 -0.24
C -0.67442 -1.03854 0.47839 -0.02
O -1.52687 -1.01857 -0.54919 -0.96
H 1.34636 2.68190 0.06178 0.16
H 0.94956 1.59737 1.33950 0.18
H -0.31485 2.26514 0.45390 0.17
H -0.09455 0.70149 -1.14298 0.39
H 1.37552 -0.63312 0.96571 0.14
H 1.09880 -1.36557 -0.59355 0.17
H -0.99609 -0.42806 1.37420 0.05
H -0.49924 -2.05762 0.94931 0.05
```

Results
Net charge: -1
Multiplicity: 1
SMILES string: CNCC[O-]

=====

Computed values of energy (unit: hartree) for the preceding records, in sequence: -528.67037; -1800.51591; -1144.26512; -848.53771; -629.71628; -641.61766; -2480.65717; -249.06550.